Entry 1:
Computed, not measured: a structure of composition C14H24BrCeN5O6 at a distorted geometry, with ωB97M-V with the def2-TZVPD basis set.

Calculated values
Spin multiplicity: 2
Net charge: +1
E, Eh: -4321.80509
HOMO-LUMO gap (spin up / spin down), eV: 5.8 / 5.7
Max |F|, eV/Å: 6.172

Geometry as XYZ:
```
51
C14H24BrCeN5O6 | OMol25 | ωB97M-V with the def2-TZVPD basis set
H -0.164 -3.324 -2.278
N 0.617 -0.194 -2.897
H -4.082 -1.760 2.687
C 1.662 1.236 -4.676
H 1.265 2.207 -5.000
N -2.168 0.050 -1.383
H 2.764 3.196 -3.264
C -2.370 0.568 3.297
H 2.412 -2.416 0.448
H -3.227 -3.304 2.414
N -1.446 -2.108 0.901
H 2.757 1.279 -4.771
C 1.273 0.952 -3.273
H 4.910 -0.451 1.971
C -2.084 -1.568 1.945
H -5.487 -0.353 -1.772
H 3.293 -1.176 1.437
C -3.376 -0.540 -1.445
H 4.775 -2.222 1.816
H -5.326 2.157 -2.166
O 1.399 2.073 0.064
H 3.106 3.117 -1.515
H 1.279 0.451 -5.333
C -4.452 1.554 -1.951
C -3.197 2.161 -1.888
C -3.112 -2.274 2.758
O -1.856 -3.404 0.555
N -0.797 0.311 1.353
Ce 0.072 -0.992 -0.641
H 1.644 3.939 -2.104
N 1.096 1.339 -0.979
H -3.396 -1.618 -1.261
H -3.459 0.609 3.152
H -1.311 -3.584 -0.258
C 4.242 -1.309 2.100
C 2.313 3.082 -2.272
O 0.246 -1.033 -3.779
H -2.193 0.075 4.263
C -1.722 -0.199 2.194
H -1.066 1.805 -1.523
O -0.170 -2.839 -1.432
H 3.948 -1.378 3.152
H -2.824 -2.276 3.818
C -4.540 0.177 -1.731
O 2.234 -1.477 0.623
C -2.069 1.385 -1.595
C 1.564 1.798 -2.178
O -0.509 1.615 1.566
Br -3.000 4.026 -2.168
H 0.354 1.813 0.935
H -1.974 1.585 3.335
```



Entry 2:
Computed, not measured: the ion C14H24ClFN2O2P with charge +1 at a distorted geometry, with ωB97M-V with the def2-TZVPD basis set.

Calculated values
SMILES: CCCOCc1c(P(O)Cl)[nH+]cc(CCN)c1CCCF
Spin multiplicity: 1
Net charge: +1
E, Eh: -1708.84189
HOMO-LUMO gap, eV: 7.7
Max |F|, eV/Å: 4.224

Geometry as XYZ:
```
45
C14H24ClFN2O2P | OMol25 | ωB97M-V with the def2-TZVPD basis set
C -2.149 2.782 -0.797
C 1.267 -4.077 -0.140
H -0.179 4.622 -0.802
H 2.953 3.290 -0.919
H 3.288 -4.032 -1.146
H 1.254 4.605 1.177
H 1.398 -0.341 -1.091
H 0.946 3.529 -1.765
C -1.414 -0.186 -0.392
H 1.104 -3.864 0.982
C -2.877 0.339 -0.588
C 2.588 -3.293 -0.622
H 1.487 -1.392 1.000
O -4.325 -1.748 0.876
C -0.060 -3.734 -0.988
C 1.563 -0.262 1.135
H -0.581 -1.835 0.884
H -2.440 3.885 -0.948
P -4.360 -0.888 -0.609
H 1.449 -5.208 -0.273
H -4.150 2.091 -0.867
C 1.447 3.716 0.491
N -3.169 1.765 -0.759
C 0.410 3.629 -0.745
F 0.904 -0.767 3.436
C -0.293 0.927 -0.429
H -0.948 -4.142 -0.363
N 2.827 3.927 -0.104
H -2.046 -2.320 -0.108
H 2.385 -2.449 -1.378
H 1.033 1.222 2.841
C -1.061 -1.730 -0.167
H 2.665 -0.034 1.399
H -0.443 0.236 2.203
H 1.444 2.746 1.116
H 1.983 1.286 -0.492
C 1.219 0.452 -0.265
O -0.203 -2.287 -1.181
H 3.061 -2.814 0.300
Cl -6.179 0.223 -0.675
C -0.644 2.431 -0.651
H -0.117 -4.304 -1.990
C 0.684 0.224 2.379
H 2.802 4.868 -0.553
H -4.522 -1.087 1.591
```



Entry 3:
Computed, not measured: a structure of composition C14H24I2IrN3O3PS at a distorted geometry, with ωB97M-V with the def2-TZVPD basis set.

Calculated values
ΔE to the lowest compared entry with this formula, charge and spin, kJ/mol: 27.8
Spin multiplicity: 1
Net charge: +1
E, Eh: -2376.92902
HOMO-LUMO gap (spin up / spin down), eV: 5.9 / 5.9
Max |F|, eV/Å: 2.730

Geometry as XYZ:
```
49
C14H24I2IrN3O3PS | OMol25 | ωB97M-V with the def2-TZVPD basis set
O 3.152 -0.956 1.744
O 4.128 -2.295 3.218
H 4.351 -6.499 1.053
Ir 1.560 -0.139 0.906
C -2.527 -0.614 0.550
C 1.938 -4.593 -0.331
H -0.368 3.977 0.946
H -0.897 3.335 -2.607
C -1.387 3.640 0.722
C 3.161 -3.335 1.349
H -2.485 1.799 -3.867
H 4.701 -4.413 2.331
C 3.728 -5.636 0.856
C -0.510 0.097 -2.943
H -3.250 0.360 -3.180
C -0.824 3.830 -1.643
H -1.569 -1.060 0.291
I 2.819 2.419 0.899
H -4.570 0.979 -0.196
H 1.139 -4.617 -1.064
C 2.151 -3.397 0.382
H -2.714 -0.795 1.611
C 3.486 -2.136 2.209
H -3.323 1.905 -2.312
H -1.016 -0.796 -3.319
C 3.933 -4.467 1.572
S 1.040 -2.148 -0.063
H -1.695 2.934 1.491
C 2.722 -5.702 -0.102
N -1.459 3.020 -0.603
H 2.049 3.326 3.326
N -1.454 0.952 -2.234
P -1.279 1.382 -0.665
N -2.511 0.823 0.276
H 3.061 1.840 3.494
H -0.065 0.623 -3.792
C -3.811 1.474 0.417
C 2.257 2.330 2.957
O 0.032 0.857 -0.168
H -1.338 4.790 -1.709
H -3.747 2.518 0.124
C -2.694 1.269 -2.934
H -2.049 4.507 0.759
H 2.548 -6.612 -0.660
H 0.233 4.019 -1.425
H -4.137 1.423 1.458
I 0.517 1.106 3.172
H -3.314 -1.113 -0.023
H 0.286 -0.212 -2.272
```



Entry 4:
Computed, not measured: a structure of composition C14H24N4O7PRhSTe2 at a distorted geometry, with ωB97M-V with the def2-TZVPD basis set.

Calculated values
ΔE to the lowest compared entry with this formula, charge and spin, kJ/mol: 165.9
Spin multiplicity: 1
Net charge: -2
E, Eh: -2679.91905
HOMO-LUMO gap, eV: 5.2
Max |F|, eV/Å: 1.520

Geometry as XYZ:
```
54
C14H24N4O7PRhSTe2 | OMol25 | ωB97M-V with the def2-TZVPD basis set
O -2.647 1.896 -1.326
Te -1.896 -0.126 3.044
C -4.739 3.576 0.413
H -1.152 2.763 0.664
C 0.680 1.420 5.158
H 1.213 1.455 3.102
H 1.996 0.279 6.397
H 0.895 -5.077 -1.664
H 1.252 2.329 5.349
H -4.439 3.903 1.410
H -0.393 1.658 5.065
H -5.646 4.117 0.125
N 0.254 -3.445 -0.436
H -4.307 -0.957 0.962
N 0.809 -1.353 4.595
O -3.834 1.383 0.875
H -3.766 -3.360 0.674
H 0.557 -1.696 6.632
H -2.323 -2.369 0.480
C 0.658 -4.030 -1.586
S 1.028 -0.975 1.926
O 0.621 -0.101 -3.386
Te 3.269 -0.125 1.376
C 0.313 -0.424 -2.173
Rh -0.883 0.105 0.681
O 0.109 0.396 -1.284
N 0.023 -2.144 -0.590
C 0.307 -0.935 5.892
H 0.854 -1.002 -3.970
O 1.035 -2.125 -4.687
C 0.695 -3.049 -2.547
H 0.506 2.139 0.475
H 0.496 0.762 7.205
C 1.072 -3.200 -4.002
N 1.103 0.853 3.906
H -3.941 3.806 -0.291
O 1.351 -4.330 -4.404
C -0.430 2.036 1.032
C -4.985 2.079 0.415
H 0.415 -2.217 4.259
C 0.766 -0.405 3.599
O -3.625 -0.381 -0.916
H -5.141 -1.635 -0.448
C -4.160 -1.374 -0.037
C -3.289 -2.609 0.037
H -5.796 1.819 1.102
H -0.789 -0.836 5.807
P -2.763 0.872 -0.263
H -3.124 -3.036 -0.955
H -0.267 2.254 2.092
C 0.918 0.404 6.263
C 0.302 -1.880 -1.851
H -5.263 1.736 -0.587
H 0.168 -3.835 0.487
```